ORCA calculation (ωB97M-V/def2-TZVPD) on C4H9O3P as an isolated structure at a distorted geometry.

E_tot: -19720.015 eV
Relative energy (zero: lowest compared OMol25 entry of this formula, charge and spin): 3.4082 eV

Structure (ORCA input):
```
! wB97M-V def2-TZVPD RIJCOSX def2/J DEFGRID3
* xyz 0 3
C 1.76 -0.03 -1.75
C -0.56 -2.05 0.37
C 1.21 2.29 0.46
C -1.11 -0.68 0.32
O 2.23 -1.10 -1.55
O -0.78 1.14 -2.60
O 0.50 2.08 -0.72
P -0.05 0.70 -1.42
H 2.31 0.88 -2.30
H -1.14 -2.70 0.94
H -0.42 -2.53 -0.62
H 0.35 -2.11 0.83
H 1.13 1.44 1.21
H 0.88 3.08 1.07
H 2.30 2.36 0.27
H -1.09 -0.18 1.28
H -2.05 -0.75 -0.05
*
```

These are the Mulliken partial charges, in e, on atoms 1 to 4: -0.1423, -1.1685, -0.6901, -0.5944